Record 1
The following is a DFT calculation (ωB97M-V/def2-TZVPD) of a molecular structure, C46H39IN6S2Ti.

The geometry in ORCA input format:
```
! RIJCOSX wB97M-V def2-TZVPD def2/J DEFGRID3
* xyz 0 3
Ti -0.089 0.006 0.365
C -0.317 -0.388 5.452
C -0.714 -1.570 4.619
C -1.759 -2.401 5.020
C -2.125 -3.471 4.225
C -1.426 -3.700 3.053
C -0.403 -2.819 2.727
N -0.048 -1.777 3.482
C 0.431 -3.054 1.519
C 0.782 -4.357 1.183
C 1.687 -4.577 0.168
C 2.258 -3.489 -0.469
C 1.834 -2.220 -0.117
N 0.901 -2.001 0.829
C 2.410 -1.017 -0.768
C 3.114 -1.091 -1.959
C 3.666 0.073 -2.469
C 3.536 1.248 -1.755
C 2.791 1.259 -0.580
C 2.698 2.501 0.249
N 2.190 0.146 -0.131
H -0.588 -0.537 6.497
H -0.822 0.509 5.089
H 0.754 -0.214 5.374
H -2.275 -2.196 5.949
H -2.947 -4.117 4.505
H -1.707 -4.476 2.354
H 0.351 -5.176 1.738
H 1.968 -5.584 -0.110
H 3.014 -3.633 -1.225
H 3.195 -2.022 -2.500
H 4.200 0.058 -3.409
H 3.986 2.168 -2.103
H 3.614 2.600 0.837
H 1.860 2.448 0.938
H 2.602 3.387 -0.378
C -2.808 -0.929 1.660
N -2.349 0.058 0.664
C -3.115 -0.154 -0.579
C -2.627 1.415 1.185
C -1.611 1.817 2.226
C -1.926 2.769 3.190
C -0.941 3.227 4.055
C 0.346 2.709 3.966
C 0.635 1.735 3.018
C -0.324 1.270 2.112
H -3.884 -0.805 1.833
H -2.282 -0.776 2.600
H -2.646 -1.936 1.277
H -4.179 0.043 -0.400
H -3.005 -1.188 -0.902
H -2.753 0.520 -1.354
H -3.652 1.451 1.576
H -2.581 2.105 0.339
H -2.933 3.167 3.257
H -1.178 3.978 4.799
H 1.114 3.054 4.648
H 1.641 1.324 2.990
S 1.214 -4.483 -5.046
C 0.972 -6.131 -4.654
C 0.241 -6.271 -3.516
C -0.156 -5.026 -2.959
C 0.277 -3.955 -3.688
C 0.096 -2.527 -3.415
C -0.282 -2.093 -2.134
N -0.314 -0.817 -1.769
C -0.047 0.130 -2.718
C 0.257 -0.206 -4.052
C 0.499 0.860 -4.981
C 0.456 2.150 -4.582
C 0.194 2.509 -3.212
C 0.196 3.821 -2.750
C -0.050 4.060 -1.382
C -0.262 2.988 -0.546
N -0.235 1.688 -0.945
C -0.043 1.468 -2.294
C -0.049 5.412 -0.811
C 0.185 5.785 0.484
C 0.098 7.188 0.683
C -0.196 7.861 -0.462
S -0.377 6.795 -1.787
C 0.346 -1.553 -4.375
H 1.381 -6.903 -5.285
H -0.034 -7.228 -3.098
H -0.802 -4.940 -2.092
H -0.554 -2.821 -1.377
H 0.713 0.608 -6.013
H 0.633 2.949 -5.292
H 0.401 4.637 -3.432
H -0.452 3.152 0.504
H 0.425 5.082 1.271
H 0.254 7.673 1.636
H -0.314 8.923 -0.597
H 0.610 -1.833 -5.389
I -2.844 -4.323 -0.285
*
```

The calculation puts the total energy at -110166.1239 eV.

Record 2
The following is a DFT calculation (ωB97M-V/def2-TZVPD) of CH2BrOP in the gas phase at a distorted geometry.

The geometry in ORCA input format:
```
! RIJCOSX wB97M-V def2-TZVPD def2/J DEFGRID3
* xyz 0 1
C -0.139 0.507 -0.212
O -3.205 -1.931 0.023
P -3.766 -0.617 -0.101
Br -1.852 1.214 0.059
H 0.078 0.367 -1.379
H 0.188 -0.165 0.663
*
```

The calculation puts the total energy at -82444.0921 eV.

Record 3
The following is a DFT calculation (ωB97M-V/def2-TZVPD) of 2 unconnected molecules or ions with the total composition C4H13NO5P2S2 at a distorted geometry.

The geometry in ORCA input format:
```
! RIJCOSX wB97M-V def2-TZVPD def2/J DEFGRID3
* xyz 0 1
C 2.170 -1.453 3.124
S 1.529 0.209 2.543
O 1.244 1.095 3.792
O 2.600 0.916 1.625
P -0.280 0.138 1.396
P -1.887 -0.936 2.402
O -1.253 -2.045 3.585
O -2.725 -1.865 1.143
S -3.224 0.283 3.134
H 1.339 -2.249 3.368
H 2.848 -1.393 4.104
H 2.868 -1.889 2.287
H 0.033 -0.656 0.210
H -0.975 -1.487 4.387
H -2.799 -1.181 0.387
C 0.417 2.162 -3.750
N -0.216 1.083 -3.020
C 0.106 -0.283 -3.375
C -1.114 1.315 -2.000
O -1.683 0.451 -1.345
H 0.159 2.073 -4.809
H 1.502 2.083 -3.629
H 0.086 3.137 -3.380
H -0.811 -0.799 -3.673
H 0.525 -0.789 -2.499
H 0.828 -0.310 -4.196
H -1.286 2.387 -1.812
*
```

The calculation puts the total energy at -56332.7892 eV.

Record 4
The following is a DFT calculation (ωB97M-V/def2-TZVPD) of 2 unconnected molecules or ions with the total composition CH4N2O2 at a distorted geometry.

The geometry in ORCA input format:
```
! RIJCOSX wB97M-V def2-TZVPD def2/J DEFGRID3
* xyz 0 1
O -3.024 0.677 0.006
N -1.875 0.326 0.037
O -1.569 -1.023 0.133
H -0.539 -1.014 -0.116
C 1.415 0.581 0.171
N 1.070 -0.615 0.111
H 0.812 1.304 0.577
H 2.244 1.074 -0.461
H 1.465 -1.310 -0.459
*
```

The calculation puts the total energy at -8172.9112 eV.